Record 1
Below is a molecular structure, C27H75AsF6N12O6P3, with properties calculated with ωB97M-V/def2-TZVPD.

Last column: Mulliken spin population.
CARTESIAN COORDINATES (ANGSTROEM)
As  0.810  0.347  0.464  0.000
F  1.492  -1.088  1.324  0.000
F  -0.415  0.505  1.734  0.000
F  0.105  1.707  -0.516  0.003
F  2.218  0.256  -0.754  0.000
F  -0.288  -0.826  -0.380  0.001
F  1.810  1.598  1.360  0.000
C  5.555  0.042  -2.213  0.000
O  6.002  0.062  -3.369  0.000
N  6.076  -0.741  -1.214  0.000
C  5.511  -0.857  0.065  0.000
C  7.239  -1.602  -1.308  0.000
H  4.741  0.675  -1.827  0.000
H  4.591  -0.273  0.113  0.000
H  6.142  -0.568  0.906  0.000
H  5.289  -1.916  0.192  0.000
H  7.050  -2.651  -1.537  0.000
H  7.968  -1.286  -2.055  0.000
H  7.769  -1.448  -0.368  0.000
C  -1.470  -3.606  1.482  0.000
O  -1.018  -4.659  1.941  0.000
N  -2.746  -3.464  1.041  0.000
C  -3.044  -2.156  0.627  0.000
C  -3.774  -4.576  1.188  0.000
H  -0.832  -2.722  1.328  0.000
H  -3.244  -2.058  -0.440  0.000
H  -2.237  -1.507  0.968  0.000
H  -4.037  -1.848  0.955  0.000
H  -4.568  -4.292  1.878  0.000
H  -4.219  -4.913  0.252  0.000
H  -3.166  -5.349  1.656  0.000
C  0.355  -4.609  5.490  0.000
O  -0.328  -5.063  6.323  0.000
N  0.846  -3.341  5.480  0.000
C  1.274  -2.808  4.243  0.000
C  0.897  -2.491  6.657  0.000
H  0.634  -5.193  4.599  0.000
H  0.529  -2.921  3.455  0.000
H  2.073  -3.400  3.796  0.000
H  1.551  -1.755  4.196  0.000
H  1.748  -1.835  6.838  0.000
H  0.036  -1.823  6.686  0.000
H  0.667  -2.998  7.594  0.000
O  0.798  -4.443  -5.275  0.000
P  1.517  -4.240  -4.013  0.000
N  3.197  -3.871  -4.198  0.000
C  3.692  -3.229  -5.455  0.000
C  4.124  -3.726  -3.097  0.000
N  1.300  -5.584  -3.045  0.000
C  1.250  -5.532  -1.554  0.000
C  0.586  -6.717  -3.610  0.000
N  0.765  -2.941  -3.090  0.000
C  -0.679  -2.936  -2.820  0.000
C  1.353  -1.564  -3.397  0.002
H  4.413  -2.419  -5.341  0.000
H  2.966  -2.574  -5.937  0.000
H  4.084  -3.956  -6.166  0.000
H  4.103  -2.749  -2.613  0.000
H  5.127  -3.806  -3.517  0.000
H  4.014  -4.407  -2.252  0.000
H  0.265  -5.251  -1.182  0.000
H  1.364  -6.552  -1.188  0.000
H  2.132  -5.042  -1.140  0.000
H  0.261  -7.372  -2.802  0.000
H  -0.241  -6.262  -4.156  0.000
H  1.390  -7.095  -4.242  0.000
H  -0.884  -3.924  -2.409  0.000
H  -0.949  -2.251  -2.017  0.001
H  -1.227  -2.689  -3.730  0.000
H  1.142  -1.155  -4.385  -0.001
H  2.440  -1.635  -3.409  0.002
H  1.132  -0.871  -2.585  0.004
O  -1.180  3.935  -6.261  0.006
P  -1.855  2.861  -5.434  -0.035
N  -3.360  3.445  -4.775  0.188
C  -4.125  2.615  -3.813  0.010
C  -3.930  4.766  -5.127  -0.007
N  -0.973  2.488  -3.945  0.629
C  -1.167  1.327  -3.158  0.028
C  0.211  3.238  -3.505  -0.017
N  -2.245  1.400  -6.389  0.029
C  -1.144  0.695  -7.101  -0.001
C  -3.423  0.587  -6.160  -0.002
H  -4.812  1.888  -4.247  0.007
H  -4.741  3.292  -3.221  0.005
H  -3.448  2.138  -3.104  -0.008
H  -4.985  4.514  -5.024  0.007
H  -3.504  5.101  -6.073  0.003
H  -3.560  5.520  -4.432  0.012
H  -0.189  0.880  -2.978  0.013
H  -1.599  1.525  -2.177  0.038
H  -1.630  0.464  -3.636  0.005
H  0.539  4.065  -4.134  0.007
H  0.241  3.470  -2.440  0.022
H  1.037  2.558  -3.713  0.043
H  -0.169  1.182  -7.111  0.001
H  -1.240  -0.345  -6.789  0.000
H  -1.385  0.743  -8.163  0.001
H  -3.794  -0.066  -6.950  0.001
H  -4.119  1.416  -6.285  -0.001
H  -3.356  0.109  -5.183  0.002
O  0.904  4.649  6.143  0.000
P  -0.535  4.791  5.900  0.000
N  -0.967  3.962  4.382  0.000
C  -2.275  3.731  3.996  0.000
C  0.137  3.101  3.777  0.000
N  -1.207  6.439  5.817  0.000
C  -0.766  7.452  6.845  0.000
C  -2.552  6.787  5.187  0.000
N  -1.511  3.951  7.065  0.000
C  -1.394  2.498  7.355  0.000
C  -2.314  4.657  8.095  0.000
H  -2.568  2.681  3.980  0.000
H  -2.493  4.144  3.012  0.000
H  -2.931  4.100  4.784  0.000
H  1.122  3.353  4.170  0.000
H  0.169  3.095  2.687  0.000
H  0.008  2.080  4.137  0.000
H  -0.843  8.492  6.529  0.000
H  -1.322  7.346  7.777  0.000
H  0.263  7.253  7.146  0.000
H  -2.429  6.651  4.113  0.000
H  -3.528  6.414  5.499  0.000
H  -2.661  7.832  4.899  0.000
H  -1.129  1.815  6.548  0.000
H  -0.639  2.369  8.131  0.000
H  -2.333  2.227  7.839  0.000
H  -2.714  5.612  7.755  0.000
H  -1.582  4.885  8.870  0.000
H  -3.031  4.067  8.665  0.000

Cartesian forces (eV/Å) of the 2 atoms listed first:
1.5 0.2 0.8
-0.5 1.8 -0.9

Kohn-Sham gap (spin up / spin down)	0.2802 / 0.1123	Ha
HOMO level (spin up / spin down)	-8.014 / -8.014	eV
2S+1	2
total charge	0


Record 2
Below is a molecular structure, C32H29CuN3O5, with properties calculated with ωB97M-V/def2-TZVPD.

Last column: Mulliken spin population.
CARTESIAN COORDINATES (ANGSTROEM)
Cu  0.641  0.417  -0.476  0.708
O  -2.941  2.355  -0.652  0.003
C  -1.903  1.811  -0.247  0.010
O  -1.102  1.138  -0.975  0.057
C  -1.624  1.913  1.268  -0.005
C  -1.413  0.534  1.911  0.000
C  -1.612  0.644  3.434  0.000
C  -0.276  1.304  3.871  -0.001
C  0.400  1.532  2.514  -0.003
O  0.010  0.340  1.809  -0.001
C  -0.323  2.652  1.738  -0.006
C  0.598  3.235  0.656  0.008
O  0.844  4.448  0.726  0.005
O  1.092  2.417  -0.186  0.061
H  -2.508  2.394  1.675  0.000
H  -1.930  -0.284  1.424  0.002
H  -1.742  -0.341  3.885  0.000
H  -2.487  1.251  3.673  0.000
H  0.328  0.616  4.464  0.000
H  -0.406  2.230  4.433  0.000
H  1.484  1.614  2.542  0.000
H  -0.567  3.483  2.394  0.000
C  -3.988  -1.296  0.061  0.000
N  -2.583  -1.277  -0.253  -0.002
C  -1.913  -2.346  -0.140  0.000
C  -0.523  -2.544  -0.510  -0.001
C  -0.014  -3.832  -0.687  0.003
C  1.264  -3.688  -1.243  0.001
C  1.470  -2.317  -1.359  -0.004
N  0.401  -1.603  -0.932  0.069
C  -4.821  -0.969  -1.165  0.000
C  -6.051  -1.577  -1.383  0.000
C  -6.807  -1.270  -2.510  0.000
C  -6.333  -0.347  -3.431  0.000
C  -5.107  0.274  -3.210  0.000
C  -4.354  -0.030  -2.087  0.000
H  -4.183  -0.514  0.804  0.000
H  -4.319  -2.260  0.485  0.000
H  -2.385  -3.253  0.277  0.000
H  -0.540  -4.750  -0.456  0.000
H  1.957  -4.466  -1.529  0.000
H  2.348  -1.823  -1.744  0.003
H  -6.421  -2.305  -0.667  0.000
H  -7.763  -1.757  -2.670  0.000
H  -6.914  -0.113  -4.315  0.000
H  -4.736  1.002  -3.922  0.000
H  -3.400  0.450  -1.889  -0.001
C  4.844  1.116  -3.839  -0.001
C  3.505  1.482  -3.709  -0.002
C  2.791  1.215  -2.556  -0.001
C  3.387  0.556  -1.456  -0.003
C  4.744  0.180  -1.610  0.003
C  5.446  0.458  -2.773  0.001
N  2.640  0.215  -0.362  0.090
C  3.217  -0.025  0.867  -0.006
C  2.675  -1.008  1.721  0.004
C  3.172  -1.203  2.998  -0.006
C  4.236  -0.444  3.483  0.006
C  4.793  0.519  2.647  -0.003
C  4.302  0.725  1.367  0.009
H  5.398  1.337  -4.743  0.000
H  3.008  1.995  -4.526  0.000
H  1.758  1.534  -2.472  0.000
H  5.229  -0.361  -0.808  0.000
H  6.482  0.141  -2.852  0.000
H  1.844  -1.600  1.355  0.003
H  2.724  -1.965  3.629  0.000
H  4.619  -0.599  4.485  0.000
H  5.614  1.133  3.006  0.000
H  4.725  1.503  0.744  0.000

Cartesian forces (eV/Å) of the 2 atoms listed first:
0.2 0.4 0.0
0.2 -0.1 0.0

Kohn-Sham gap (spin up / spin down)	0.2228 / 0.2206	Ha
HOMO level (spin up / spin down)	-1.478 / -1.420	eV
2S+1	2
total charge	-2


Record 3
Below is a molecular structure, C2H6I2N3, with properties calculated with ωB97M-V/def2-TZVPD.

Last column: Löwdin charge in e.
CARTESIAN COORDINATES (ANGSTROEM)
C  0.284  -0.804  -0.015  -0.586
C  0.199  1.657  -0.337  -1.250
N  0.138  -1.906  -0.793  0.173
N  0.925  -0.679  1.032  0.088
N  -0.095  0.380  -0.664  -0.040
I  -0.857  3.138  -1.424  0.970
I  1.681  2.121  0.969  1.118
H  -1.349  1.413  1.685  0.072
H  0.258  -2.803  -0.275  0.149
H  -0.583  -2.035  -1.446  0.092
H  1.287  -1.540  1.390  0.085
H  -1.252  0.799  1.324  0.041
H  -0.638  0.258  -1.446  0.087

Cartesian forces (eV/Å) of the 2 atoms listed first:
0.9 -0.4 -1.1
-0.3 -1.6 -1.1

ΔE to the lowest compared entry with this formula, charge and spin	2.097	eV
Kohn-Sham gap	0.2864	Ha
HOMO level	-13.353	eV
total charge	+1


no.,energy (Eh)
1,-6041.25010
2,-3417.86154
3,-839.12399